{"formula": "C25H40IrO4S2Si2", "method": "ωB97M-V/def2-TZVPD", "elements": ["Ir", "C", "C", "C", "C", "C", "C", "Si", "C", "C", "C", "C", "C", "C", "H", "H", "H", "H", "H", "H", "H", "H", "H", "H", "H", "C", "C", "C", "C", "O", "Si", "S", "O", "C", "C", "C", "C", "O", "C", "C", "C", "C", "H", "H", "H", "H", "H", "H", "H", "H", "H", "H", "H", "H", "H", "H", "H", "H", "H", "H", "H", "H", "H", "H", "H", "H", "H", "H", "H", "S", "C", "O", "H", "H"], "coordinates": [[1.51000, -0.26418, 1.78850], [4.22918, -3.11764, -2.54495], [3.50713, -3.42889, -1.40095], [3.37721, -2.48792, -0.39297], [3.96103, -1.22530, -0.50675], [4.68503, -0.92983, -1.66373], [4.81985, -1.86848, -2.67501], [3.76429, 0.04402, 0.84207], [3.70615, 1.81895, 0.27454], [4.13494, 2.83318, 1.13798], [3.99470, 4.17042, 0.79374], [3.42363, 4.51269, -0.42387], [2.99450, 3.51860, -1.29390], [3.12702, 2.18501, -0.94345], [4.33409, -3.84974, -3.33454], [3.04804, -4.40328, -1.29597], [2.81329, -2.74827, 0.50014], [5.14835, 0.04348, -1.78068], [5.38599, -1.62665, -3.56444], [4.71585, -0.07019, 1.97699], [4.60756, 2.57424, 2.07993], [4.34573, 4.94339, 1.46452], [3.32071, 5.55395, -0.69880], [2.55640, 3.78626, -2.24645], [2.77606, 1.41800, -1.62545], [-0.59451, -3.52268, -0.80685], [-1.83068, -2.77396, -1.28568], [-1.56332, -2.05105, -2.59625], [-3.02289, -3.70656, -1.41223], [-2.18532, -1.82899, -0.24033], [-1.94590, -0.27273, 0.02672], [0.27565, 0.02769, -0.03995], [-2.50108, 0.21350, 1.44315], [-2.81779, -0.31775, 2.74620], [-2.49678, -1.80246, 2.79737], [-4.30027, -0.06562, 2.96356], [-1.98644, 0.46513, 3.75013], [-2.44308, 0.65021, -1.17367], [-2.38861, 2.06714, -1.48593], [-3.76506, 2.43164, -2.01418], [-1.32096, 2.23860, -2.55781], [-2.04835, 2.87559, -0.24246], [-0.32800, -4.30423, -1.51971], [-0.78482, -3.98567, 0.16194], [0.25746, -2.84593, -0.71536], [-1.33292, -2.77817, -3.37496], [-0.70892, -1.37491, -2.50849], [-2.43373, -1.47396, -2.90510], [-2.82141, -4.47661, -2.15704], [-3.90818, -3.15037, -1.71869], [-3.22777, -4.19162, -0.45822], [-3.11249, -2.36186, 2.09381], [-2.68403, -2.18215, 3.80335], [-1.44869, -1.97725, 2.55233], [-4.88743, -0.59738, 2.21485], [-4.51855, 0.99868, 2.88811], [-4.60356, -0.41396, 3.95165], [-0.92720, 0.27495, 3.57511], [-2.22948, 0.15958, 4.76908], [-2.18196, 1.53258, 3.64858], [-4.00880, 1.82346, -2.88455], [-3.79200, 3.48176, -2.30504], [-4.52169, 2.26297, -1.24818], [-1.53995, 1.60081, -3.41436], [-0.33551, 1.97709, -2.16598], [-1.29171, 3.27448, -2.89666], [-2.79226, 2.72029, 0.53789], [-2.02167, 3.93674, -0.49166], [-1.06496, 2.59879, 0.14945], [0.94238, -2.05860, 4.67290], [1.07418, -1.19478, 3.41077], [1.15446, 1.98842, 2.41766], [0.80971, 2.16022, 3.30112], [1.91816, 2.56715, 2.27709]], "atomic_forces_ev_per_a": [[0.1, -0.1, 0.0], [0.0, 0.0, 0.0], [0.0, 0.0, 0.0], [-0.1, -0.1, 0.1], [0.1, 0.2, 0.0], [0.0, 0.1, 0.0], [0.0, 0.0, 0.0], [0.0, 0.0, -0.1], [0.0, -0.1, 0.0], [0.0, 0.0, 0.1], [0.0, 0.0, 0.0], [0.0, 0.0, 0.0], [0.0, 0.0, 0.0], [0.0, -0.1, 0.0], [0.0, 0.0, 0.0], [0.0, 0.0, 0.0], [0.0, 0.0, 0.0], [0.0, 0.0, 0.0], [0.0, 0.0, 0.0], [0.0, 0.0, 0.0], [0.0, 0.0, 0.0], [0.0, 0.0, 0.0], [0.0, 0.0, 0.0], [0.0, 0.0, 0.0], [0.0, 0.0, 0.0], [0.0, 0.0, 0.0], [0.0, 0.0, 0.0], [0.0, 0.0, 0.0], [0.0, 0.0, 0.0], [0.0, -0.1, 0.0], [0.0, -0.1, 0.2], [0.1, 0.0, 0.0], [0.1, 0.1, -0.1], [-0.1, -0.1, 0.0], [-0.1, 0.0, 0.1], [0.0, -0.1, 0.0], [0.0, 0.0, 0.0], [-0.1, 0.2, -0.2], [0.1, 0.0, 0.0], [0.0, 0.0, 0.0], [0.0, 0.0, 0.0], [0.0, 0.0, 0.0], [0.0, 0.0, 0.0], [0.0, 0.0, 0.0], [0.0, 0.0, 0.0], [0.0, 0.0, 0.0], [0.0, 0.0, 0.0], [0.0, 0.0, 0.0], [0.0, 0.0, 0.0], [0.0, 0.0, 0.0], [0.0, 0.0, 0.0], [0.0, 0.0, 0.0], [0.0, 0.0, 0.0], [0.0, 0.0, 0.0], [0.0, 0.0, 0.0], [0.0, 0.0, 0.0], [0.0, 0.0, 0.0], [0.0, 0.1, 0.0], [0.0, 0.0, 0.0], [0.0, 0.0, 0.0], [0.0, 0.0, 0.0], [0.0, 0.0, 0.0], [0.0, 0.0, 0.0], [0.0, 0.0, 0.0], [0.0, 0.0, 0.0], [0.0, 0.0, 0.0], [0.0, 0.0, 0.0], [0.0, 0.0, 0.0], [0.0, 0.0, 0.0], [0.1, 0.2, -0.3], [-0.2, -0.2, 0.3], [-0.1, -0.1, 0.0], [0.0, 0.0, 0.1], [0.1, 0.0, -0.1]], "charge": 1, "e_above_lowest_kj_mol": 0.0, "lumo_energy_ev": [-3.5, -5.8], "multiplicity": 5, "orbital_gap_ha": [0.24922, 0.22273], "fmax_ha_per_bohr": 0.0083}